Formula: C16H30N3O4S
Source: the Open Molecules 2025 dataset
Level of theory: ωB97M-V/def2-TZVPD

```
54
Properties=species:S:1:pos:R:3
C -0.09511 2.05506 3.35950
C 0.01277 1.76666 2.17220
C -0.02270 1.00695 0.78370
C 0.80398 -0.34316 0.91064
C 0.15839 -1.33598 2.01266
C -1.33084 -1.55106 1.57611
C -1.70889 -2.29428 0.27203
N -2.97384 -2.47977 -0.18467
N -3.94954 -1.97528 0.54985
S -5.58406 -2.20635 -0.13602
C -5.33498 -2.54520 -1.95159
O -6.38840 -0.98524 -0.07643
O -6.21263 -3.39165 0.45161
C -3.90937 -1.29889 1.76522
N -5.04004 -0.82324 2.50895
C -4.91364 0.63042 2.86602
C -6.38532 1.24486 3.04981
C -2.52450 -1.03786 2.36658
H -0.19694 2.15786 4.46680
H -1.08317 0.88151 0.41713
H 0.49483 1.66980 0.01149
H 1.87773 -0.09723 1.15770
H 0.77334 -0.83969 -0.11831
H 0.71873 -2.31781 1.91479
H 0.28130 -0.89495 3.04289
H -0.83617 -2.69574 -0.32597
H -5.01803 -3.60540 -2.15431
H -4.45579 -1.87376 -2.24136
H -6.21384 -2.18144 -2.55712
H -5.17369 -1.32441 3.39325
H -4.39159 0.79162 3.87011
H -4.42125 1.24343 2.04220
H -6.90609 1.34131 2.04975
H -7.03283 0.58498 3.71596
H -6.31840 2.28241 3.49455
H -2.38536 -0.47663 3.33591
C 5.69308 0.47316 0.11110
C 4.58705 0.70656 -0.89874
O 3.60509 1.59091 -0.35823
H 5.28761 0.04800 1.03291
H 6.44866 -0.20650 -0.28802
H 6.17605 1.41645 0.38049
H 4.09315 -0.23453 -1.14889
H 4.98502 1.14222 -1.81878
H 4.04702 2.42313 -0.14798
C 6.56505 2.26952 -5.41847
C 7.26750 1.15640 -4.66595
O 6.32618 0.39850 -3.91079
H 6.04041 2.92980 -4.72379
H 7.27829 2.86102 -5.99630
H 5.81355 1.86129 -6.10020
H 8.00107 1.56848 -3.97135
H 7.78575 0.48498 -5.35750
H 5.68540 0.02877 -4.53114
```

Output
Spin multiplicity = 1
Charge = +1
Orbital gap = 7.01 eV
Energy = -1490.5672 a.u.
HOMO level = -11.89 eV
Maximum force = 6.25 eV/Å

=====

Formula: C16H30N6O4OsSe2
Source: the Open Molecules 2025 dataset
Level of theory: ωB97M-V/def2-TZVPD

```
59
Properties=species:S:1:pos:R:3
Os 0.92708 0.68585 -0.22628
O 1.66994 2.65648 -3.47799
C 2.81451 3.49581 -3.32513
C 3.21416 3.61433 -1.85873
C 4.27818 4.73321 -1.81115
O 4.74112 4.84452 -0.48155
C 3.89320 2.36126 -1.30534
Se 2.92293 0.67417 -1.33788
C 2.06506 4.09590 -0.97603
Se 0.56724 2.93369 -0.51680
H 1.41441 2.68784 -4.40598
H 2.59160 4.49707 -3.70747
H 3.65941 3.09489 -3.89432
H 3.82527 5.67026 -2.15360
H 5.09432 4.47697 -2.49631
H 5.40902 5.53531 -0.42603
H 4.19844 2.52883 -0.27459
H 4.78739 2.14999 -1.89376
H 1.57681 4.94898 -1.44865
H 2.46920 4.41416 -0.01515
N -1.25836 0.59044 -0.10865
C -1.67261 0.48380 1.31343
C -3.08481 -0.03870 1.53319
C -3.31411 -1.50830 1.12030
C -4.02398 -2.31268 2.20593
N -3.15407 -2.38819 3.37921
C -3.12014 -3.37152 4.26181
N -4.13666 -4.22975 4.37757
N -2.03965 -3.51097 5.03435
C -0.59872 -0.32019 2.04225
O -0.84465 -0.96159 3.04929
O 0.59456 -0.21364 1.54127
H -1.71940 1.38507 -0.54686
H -1.56025 -0.22798 -0.63464
H -1.59814 1.49502 1.72610
H -3.78421 0.61341 1.00657
H -3.30371 0.09915 2.59383
H -2.36574 -2.00836 0.89431
H -3.92178 -1.55882 0.21678
H -4.24198 -3.32175 1.85145
H -4.96995 -1.82967 2.46514
H -2.32738 -1.78153 3.36000
H -5.03948 -4.00997 3.99379
H -4.07761 -5.01523 5.00305
H -1.22863 -2.93617 4.86569
H -2.06778 -4.05664 5.87830
N -0.21144 -0.28155 -3.04208
C 0.22408 -1.39328 -2.36874
C 0.09684 -2.67447 -2.92443
C 0.53311 -3.76500 -2.21729
C 1.10020 -3.58668 -0.95149
C 1.18338 -2.31711 -0.45349
N 0.73253 -1.23169 -1.13320
H -0.43224 -0.43043 -4.01478
H 0.29419 0.57951 -2.86482
H -0.32115 -2.77805 -3.91628
H 0.45354 -4.75424 -2.64763
H 1.47819 -4.41805 -0.37612
H 1.60871 -2.11364 0.51959
```

Output
Spin multiplicity = 1
ΔE to the lowest compared entry with this formula, charge and spin = 0.044 eV
Charge = +2
Orbital gap (alpha / beta) = 7.09 / 7.10 eV
Energy = -6150.3162 a.u.
HOMO level (alpha / beta) = -13.85 / -13.86 eV
Maximum force = 0.20 eV/Å

=====

Formula: C16H31AlO6P
Source: the Open Molecules 2025 dataset
Level of theory: ωB97M-V/def2-TZVPD

```
55
Properties=species:S:1:pos:R:3
C -1.46895 3.98329 -1.49920
C -2.03537 2.58764 -1.23654
P -0.99894 1.16832 -1.78400
Al 1.15357 1.12101 -0.72172
C -0.90509 1.35892 -3.63939
C 0.43903 1.81741 -4.23191
H -2.14925 4.77157 -1.16026
H -1.32190 4.13312 -2.57291
H -0.49475 4.09018 -1.02498
H -2.15899 2.44664 -0.16190
H -3.03902 2.51916 -1.66877
H 1.05288 0.07746 0.52248
H 2.17827 0.49265 -1.80805
H 1.58164 2.58963 -0.16386
H -1.70284 2.01504 -3.99714
H -1.13348 0.37045 -4.04316
H 1.08614 0.96904 -4.44316
H 0.28294 2.34767 -5.17887
H 0.96302 2.49613 -3.56192
O 4.52627 1.90064 -2.06072
C 5.36315 1.06624 -1.98799
O 5.79040 0.54629 -0.79495
C 6.85503 -0.38043 -1.00306
C 6.71797 -0.84593 -2.45153
C 6.13386 0.39698 -3.11923
H 7.80556 0.13332 -0.82772
H 6.75216 -1.18460 -0.27763
H 7.65829 -1.19087 -2.87881
H 5.99853 -1.66328 -2.50627
H 6.90662 1.08883 -3.45957
H 5.45996 0.17913 -3.94250
O -0.95501 1.49406 1.86889
C -0.94210 0.63602 2.69037
O -1.26426 -0.65138 2.40636
C -1.28117 -1.44770 3.59470
C -0.39684 -0.70362 4.59405
C -0.61812 0.74976 4.17564
H -2.31405 -1.52493 3.93757
H -0.91999 -2.44250 3.35174
H -0.65048 -0.92046 5.63043
H 0.64623 -0.97727 4.43304
H -1.48300 1.19275 4.67401
H 0.24502 1.39356 4.31820
O -3.14094 -3.84984 3.76976
C -3.85220 -3.61486 2.83738
O -3.82928 -4.36002 1.71013
C -4.66641 -3.76936 0.69944
C -5.66563 -2.90392 1.46381
C -4.83124 -2.46735 2.66667
H -4.03348 -3.17993 0.03441
H -5.12860 -4.57267 0.13138
H -6.05458 -2.08278 0.86659
H -6.50761 -3.51294 1.79696
H -4.25138 -1.56617 2.45406
H -5.40156 -2.32009 3.57963
```

Output
Spin multiplicity = 1
Charge = -1
Orbital gap = 5.20 eV
Energy = -1663.5012 a.u.
HOMO level = -2.62 eV
Maximum force = 1.12 eV/Å

=====

Formula: C16H31BF4GeMoNS2Si3
Source: the Open Molecules 2025 dataset
Level of theory: ωB97M-V/def2-TZVPD

```
60
Properties=species:S:1:pos:R:3
Mo -0.42108 -0.86207 -1.79857
S -1.43070 -1.22411 0.53744
C 0.30404 -1.08862 0.85860
N 1.02806 -0.99733 -0.25358
C 2.38974 -0.92072 0.01716
C 3.42580 -0.83125 -0.90932
C 4.71342 -0.78033 -0.42096
C 4.97744 -0.81898 0.95639
C 3.95826 -0.91156 1.88248
C 2.65577 -0.96142 1.39430
S 1.16723 -1.09460 2.31158
H 3.21496 -0.80988 -1.96939
H 5.54092 -0.71511 -1.11381
H 6.00180 -0.78126 1.30012
H 4.16487 -0.94947 2.94299
F 1.00404 -0.91667 -3.07489
B 1.12216 0.66365 -4.87204
F 0.05495 1.24734 -4.30306
F 0.90183 -0.24904 -5.78727
F 2.31934 1.06822 -4.53922
C -5.47849 0.38327 0.59385
Si -4.03973 1.53990 0.76725
C -3.31554 1.53608 2.47974
C -4.38727 3.23550 0.09539
Ge -2.01086 0.84059 -0.48715
Si -0.33985 2.68079 -0.60175
C 1.38542 2.12984 -1.00889
C -0.40087 3.51679 1.05415
C -1.15536 3.63418 -1.98114
Si -2.99092 -0.53569 -2.46679
C -4.02338 -1.91033 -1.78445
C -3.88615 0.84618 -3.31949
C -1.77963 -1.28433 -3.76291
H -6.27678 0.77349 1.23353
H -5.26081 -0.62764 0.94060
H -5.87692 0.34345 -0.42056
H -4.07014 1.93613 3.16416
H -2.43098 2.16463 2.56798
H -3.06949 0.52864 2.82006
H -5.20778 3.67514 0.66979
H -4.70639 3.20660 -0.94778
H -3.53452 3.90923 0.17946
H 1.84972 1.57910 -0.19078
H 1.98013 3.03813 -1.15516
H 1.47091 1.55049 -1.92776
H -0.02509 2.87313 1.85149
H -1.39322 3.86957 1.33130
H 0.25563 4.39066 0.99970
H -1.09925 3.10250 -2.92983
H -0.61441 4.57739 -2.10571
H -2.19599 3.88593 -1.77269
H -4.66863 -1.57085 -0.97551
H -3.42592 -2.74763 -1.42170
H -4.67106 -2.28110 -2.58461
H -4.63405 1.29478 -2.66379
H -4.41606 0.44711 -4.18917
H -3.20901 1.62814 -3.66501
H -1.17533 -2.19657 -3.68787
H -1.31852 -0.57868 -4.45143
H -2.67226 -1.67265 -4.28185
```

Output
Spin multiplicity = 4
ΔE to the lowest compared entry with this formula, charge and spin = 0.569 eV
Charge = +2
Orbital gap (alpha / beta) = 6.80 / 7.36 eV
Energy = -4917.0713 a.u.
HOMO level (alpha / beta) = -14.64 / -14.75 eV
Maximum force = 1.03 eV/Å

=====

> Among the records above, which one has the lowest maximum force?

C16H30N6O4OsSe2

=====

> The highest energy belongs to which entry?

C16H30N3O4S

=====

> The highest energy belongs to which entry?

C16H30N3O4S